Formula: C37H34AsBrF15GeIIrS2Si3Te
Source: the Open Molecules 2025 dataset
Level of theory: the ωB97M-V functional and the def2-TZVPD basis

Geometry as XYZ:
```
97
Properties=species:S:1:pos:R:3:forces:R:3
Ir 0.037381 0.208978 -1.104401 -0.044 -0.198 -0.184
Te 1.797799 0.212613 -2.887232 -0.047 -0.035 0.055
C 3.597868 0.695053 -1.952335 0.049 -0.011 0.009
C 4.606579 1.454859 -2.480685 -0.028 0.012 0.012
C 5.811673 1.364394 -1.732841 -0.018 0.037 0.015
C 5.693772 0.533670 -0.661094 0.002 -0.040 -0.012
S 4.137863 -0.167849 -0.569453 -0.020 0.021 0.027
H 4.501505 2.050638 -3.376884 -0.001 0.008 -0.002
H 6.716560 1.900155 -1.978286 0.001 0.003 -0.001
H 6.441058 0.300229 0.080470 0.004 -0.007 0.002
C -1.739000 4.215375 2.167330 -0.012 -0.009 -0.008
Si -1.731927 2.672727 1.115235 0.003 -0.010 -0.010
C -2.114202 1.190333 2.169012 0.021 0.006 0.004
C -2.945828 2.890805 -0.289711 0.006 -0.003 0.016
As 0.409671 2.298901 0.070091 0.057 0.099 0.029
Si 0.380078 3.948394 -1.675648 0.017 0.012 -0.009
C -0.158722 5.577847 -0.936588 -0.001 -0.023 0.019
C -0.847233 3.353783 -2.971572 0.014 -0.023 -0.002
C 2.087278 4.160162 -2.387690 -0.019 0.023 0.018
Si 2.193340 2.688865 1.650385 -0.030 -0.012 0.018
C 1.595311 4.041174 2.787185 0.015 0.003 -0.007
C 3.674455 3.297205 0.706314 -0.005 -0.003 -0.023
C 2.507675 1.142571 2.634044 -0.010 0.031 0.010
H -2.787606 4.476517 2.339801 -0.003 0.001 -0.003
H -1.260038 5.074109 1.699552 0.005 0.002 -0.007
H -1.280687 4.051142 3.140792 0.002 0.002 0.002
H -3.092913 1.322251 2.638318 -0.011 -0.002 0.006
H -1.374068 1.070665 2.963410 -0.003 -0.016 -0.001
H -2.126632 0.267261 1.592319 -0.013 0.002 -0.019
H -3.960128 2.794022 0.107585 -0.006 -0.002 0.001
H -2.823802 2.150050 -1.079532 0.003 -0.008 0.010
H -2.858781 3.882869 -0.735495 0.000 0.009 -0.013
H -1.184957 5.566235 -0.570533 -0.013 -0.003 0.002
H -0.093613 6.344800 -1.713496 -0.001 0.000 -0.006
H 0.496354 5.887183 -0.119484 0.002 -0.001 0.004
H -1.724284 4.003277 -2.996160 -0.003 0.005 0.000
H -1.200159 2.332739 -2.808630 0.000 0.007 0.003
H -0.377130 3.377985 -3.957041 0.003 -0.001 0.000
H 2.719322 4.752518 -1.725808 0.013 -0.006 0.000
H 2.001525 4.696400 -3.336850 -0.007 0.006 -0.001
H 2.585469 3.212416 -2.578828 0.002 -0.007 -0.006
H 1.191020 4.903292 2.255304 0.002 -0.001 0.001
H 2.456378 4.386385 3.366951 0.004 0.003 0.001
H 0.846987 3.685395 3.494123 -0.003 -0.005 0.003
H 3.536379 4.337983 0.408505 -0.002 0.008 0.000
H 3.893535 2.708746 -0.183025 0.013 -0.015 -0.024
H 4.548000 3.256040 1.362581 0.003 -0.004 0.004
H 1.602812 0.797162 3.137133 0.003 0.003 0.002
H 3.248670 1.387108 3.401489 0.003 -0.003 0.000
H 2.895143 0.326710 2.027918 0.010 -0.023 -0.013
F -0.349403 -6.017586 1.041894 -0.007 -0.012 -0.022
C 0.366821 -5.753989 -0.060734 -0.016 -0.012 -0.003
C 0.612144 -4.432941 -0.401312 0.018 0.008 0.011
C 1.350452 -4.218845 -1.545778 0.014 0.014 0.006
F 1.625727 -2.965253 -1.937569 -0.013 0.072 -0.038
C 1.825226 -5.252914 -2.332674 -0.002 -0.007 -0.016
F 2.529335 -5.000266 -3.431766 -0.008 -0.005 0.011
C 1.556254 -6.560082 -1.963210 0.014 -0.013 -0.004
F 2.000954 -7.562320 -2.703728 -0.012 0.020 0.015
C 0.820059 -6.817694 -0.815844 0.000 -0.013 0.009
F 0.559816 -8.069244 -0.460139 0.002 0.016 -0.006
Ge -0.033970 -3.087192 0.862927 -0.035 -0.009 -0.024
S 0.587925 -0.939723 0.714931 -0.077 0.035 -0.091
C -1.976905 -3.210116 1.023475 -0.003 -0.004 -0.009
C -2.802035 -3.920820 0.169218 0.016 -0.016 0.006
F -2.294015 -4.569912 -0.887954 -0.001 0.018 0.012
C -4.172635 -3.988433 0.350201 -0.012 -0.036 -0.013
F -4.936066 -4.667032 -0.500138 0.021 0.025 0.022
C -4.750569 -3.318642 1.414784 -0.034 0.011 0.004
F -6.062555 -3.358675 1.590867 0.045 0.001 -0.005
C -3.956405 -2.587757 2.286727 -0.019 0.019 0.001
F -4.509172 -1.941426 3.309021 0.012 -0.013 -0.020
C -2.591764 -2.550761 2.075932 0.012 -0.042 0.012
F -1.839921 -1.870620 2.952105 0.006 0.006 0.009
C 0.851440 -3.564295 2.543081 0.016 0.026 0.015
C 0.241357 -4.194646 3.615572 -0.005 -0.015 -0.006
F -1.048339 -4.542011 3.556034 -0.003 0.042 0.000
C 0.928971 -4.510589 4.774299 -0.010 -0.008 0.017
F 0.312780 -5.112857 5.785303 0.013 0.011 -0.019
C 2.275189 -4.198407 4.874117 0.009 0.004 0.010
F 2.944296 -4.493416 5.977952 -0.016 0.006 -0.028
C 2.923108 -3.585625 3.813735 0.004 -0.005 0.005
F 4.218657 -3.295768 3.898997 -0.014 -0.004 0.001
C 2.204333 -3.289676 2.671432 0.004 0.021 0.002
F 2.866421 -2.724972 1.647927 0.043 -0.065 0.038
Br -3.930829 -0.628539 -0.712842 0.000 0.017 0.002
C -3.837009 -0.000074 -2.488328 0.003 -0.005 0.023
C -4.825302 0.866201 -2.934172 -0.006 0.007 0.000
C -4.781480 1.357559 -4.229003 0.004 0.000 0.002
C -3.752912 0.989431 -5.083301 0.000 -0.005 -0.004
C -2.762188 0.126958 -4.642180 0.007 -0.003 -0.006
C -2.807663 -0.366679 -3.344980 0.011 0.023 0.000
I -1.251690 -1.635938 -2.750520 0.067 0.056 0.165
H -5.625120 1.147681 -2.263479 -0.003 -0.001 0.001
H -5.558108 2.028752 -4.569146 -0.004 0.002 -0.001
H -3.718567 1.369175 -6.095020 0.002 0.001 -0.003
H -1.956346 -0.162131 -5.303220 0.001 -0.002 -0.002
```
Forces are in eV/Å.

The value obtained for the HOMO-LUMO gap is 6.098 eV. The value obtained for the highest occupied orbital energy is -10.43 eV. The calculation puts the molecular weight at 1586.198 g mol⁻¹. Its charge is +1. The value obtained for the energy above the lowest of the compared OMol25 structures with the same formula, charge and spin is 71.7 kJ/mol.

Which charges does Löwdin predict for the atoms? In e, they are: -0.07, 0.94, -1.00, -0.26, -0.18, -0.39, 0.94, 0.10, 0.11, 0.08, -0.20, 0.32, -0.23, -0.22, 0.74, 0.31, -0.21, -0.22, -0.20, 0.33, -0.21, -0.20, -0.23, 0.05, 0.02, 0.02, 0.05, 0.04, -0.04, 0.05, -0.02, 0.03, 0.02, 0.05, 0.03, 0.04, -0.02, 0.04, 0.03, 0.05, -0.03, 0.02, 0.05, 0.03, 0.03, -0.01, 0.05, 0.02, 0.05, -0.03, 0.11, -0.22, -0.13, -0.23, -0.02, -0.13, 0.14, -0.12, 0.16, -0.13, 0.15, 0.78, 0.25, -0.16, -0.25, 0.08, -0.17, 0.14, -0.16, 0.15, -0.16, 0.14, -0.27, 0.08, -0.14, -0.21, 0.11, -0.13, 0.14, -0.12, 0.15, -0.14, 0.14, -0.23, 0.05, 0.89, -0.72, -0.12, -0.05, -0.06, -0.14, -0.68, 1.11, 0.11, 0.12, 0.12, 0.10